(1)
The following is a DFT calculation (wB97M-V/def2-TZVPD) of a molecular structure, C16H14MnN5O6.

- E (eV) = -67878.076
- spin multiplicity = 6
- charge = -1
- gap between HOMO and LUMO (alpha / beta) (eV) = 7.581 / 8.151
- max |F| (eV/Å) = 0.622

Element x y z (Å)
Mn (-0.921, 0.900, -0.119)
O (0.275, 4.749, 0.501)
C (0.387, 3.573, 0.195)
O (-0.497, 2.864, -0.412)
C (1.730, 2.871, 0.471)
C (2.152, 2.034, -0.741)
C (3.642, 1.685, -0.669)
C (3.650, 0.587, 0.421)
C (2.171, 0.541, 0.806)
O (1.527, 0.759, -0.471)
C (1.780, 1.791, 1.608)
C (0.511, 1.530, 2.444)
O (0.520, 1.841, 3.624)
O (-0.449, 0.920, 1.840)
H (2.450, 3.663, 0.679)
H (1.798, 2.411, -1.697)
H (4.002, 1.303, -1.623)
H (4.240, 2.556, -0.401)
H (3.970, -0.373, 0.013)
H (4.284, 0.826, 1.274)
H (1.817, -0.395, 1.233)
H (2.561, 2.047, 2.325)
O (-2.694, 0.754, -1.103)
N (-3.743, 1.472, -1.313)
C (-4.852, 1.029, -0.782)
C (-4.917, -0.189, -0.025)
N (-4.957, -1.181, 0.558)
C (-6.059, 1.759, -1.026)
N (-7.049, 2.316, -1.208)
N (-0.483, -5.521, -0.444)
C (-0.540, -4.144, -0.490)
C (-1.736, -3.460, -0.283)
C (-1.746, -2.083, -0.365)
N (-0.661, -1.346, -0.636)
C (0.483, -2.009, -0.843)
C (0.592, -3.382, -0.788)
H (-1.237, -5.989, 0.031)
H (0.421, -5.935, -0.294)
H (-2.651, -3.986, -0.049)
H (-2.667, -1.536, -0.202)
H (1.345, -1.397, -1.069)
H (1.549, -3.855, -0.969)

Mulliken atomic charge list, values in e, 5 entries:
1 Mn 1.0833
2 O -0.7334
3 C 0.1829
4 O -0.6933
5 C -0.1709



(2)
The following is a DFT calculation (wB97M-V/def2-TZVPD) of 2 unconnected molecules or ions with the total composition C2H3F3Si.

- E (eV) = -18154.040
- gap between HOMO and LUMO (eV) = 8.622
- energy relative to the best compared isomer or geometry (same formula, charge and spin) (kJ/mol) = 324.71
- max |F| (eV/Å) = 4.159

Element x y z (Å)
C (-1.841, -0.441, -0.080)
C (-1.159, 0.640, 0.083)
F (2.622, 1.360, -0.029)
F (2.145, -0.907, 1.208)
F (2.209, -0.557, -1.332)
Si (1.669, 0.077, 0.039)
H (-2.986, -0.385, 0.069)
H (-1.238, -1.374, -0.330)
H (-1.422, 1.586, 0.371)

Mulliken atomic charge list, values in e, 5 entries:
1 C -0.2842
2 C -0.4416
3 F -0.2274
4 F -0.2385
5 F -0.2492



(3)
The following is a DFT calculation (wB97M-V/def2-TZVPD) of a single C13H12N4O2S2 molecule.

- E (eV) = -45400.343
- gap between HOMO and LUMO (eV) = 8.557
- energy relative to the best compared isomer or geometry (same formula, charge and spin) (kJ/mol) = 164.50
- SMILES = COc1cc2ncnc(Sc3nnc(C)s3)c2cc1OC
- max |F| (eV/Å) = 1.794

Element x y z (Å)
C (-5.202, -0.177, 1.592)
O (-4.289, -0.894, 0.793)
C (-3.157, -0.280, 0.400)
C (-2.800, 1.006, 0.712)
C (-1.586, 1.546, 0.244)
N (-1.254, 2.810, 0.557)
C (-0.123, 3.266, 0.099)
N (0.753, 2.597, -0.656)
C (0.453, 1.366, -0.962)
S (1.673, 0.477, -1.963)
C (2.585, -0.200, -0.659)
N (3.622, -0.939, -0.839)
N (4.178, -1.358, 0.285)
C (3.599, -0.968, 1.359)
C (4.038, -1.303, 2.729)
S (2.184, 0.043, 1.049)
C (-0.734, 0.733, -0.560)
C (-1.109, -0.586, -0.876)
C (-2.293, -1.095, -0.416)
O (-2.761, -2.336, -0.657)
C (-1.991, -3.199, -1.462)
H (-6.023, -0.865, 1.786)
H (-5.582, 0.706, 1.069)
H (-4.749, 0.127, 2.540)
H (-3.420, 1.647, 1.315)
H (0.146, 4.283, 0.347)
H (3.263, -1.864, 3.249)
H (4.237, -0.394, 3.295)
H (4.943, -1.901, 2.673)
H (-0.443, -1.169, -1.492)
H (-1.015, -3.404, -1.011)
H (-2.561, -4.124, -1.529)
H (-1.847, -2.786, -2.466)

Mulliken atomic charge list, values in e, 5 entries:
1 C -0.9303
2 O -0.4097
3 C 1.1823
4 C -0.2830
5 C -0.8610



(4)
The following is a DFT calculation (wB97M-V/def2-TZVPD) of a gas-phase ion, C2H6NO3Si (charge -1).

- E (eV) = -17681.288
- charge = -1
- gap between HOMO and LUMO (eV) = 8.381
- energy relative to the best compared isomer or geometry (same formula, charge and spin) (kJ/mol) = 100.80
- max |F| (eV/Å) = 5.199

Element x y z (Å)
C (-2.045, -0.413, 0.033)
C (-0.835, 1.856, 0.299)
N (-0.973, 0.592, 0.964)
O (-1.642, -1.563, 0.106)
O (-3.038, 0.184, -0.348)
O (0.228, -0.170, 0.838)
Si (0.320, -1.655, 0.169)
H (0.130, 2.208, 0.505)
H (-1.152, 1.936, -0.694)
H (-1.664, 2.491, 0.775)
H (1.824, -1.453, 0.462)
H (-0.027, -1.871, -1.300)
H (-0.072, -3.140, 0.806)

Mulliken atomic charge list, values in e, 5 entries:
1 C 0.6239
2 C -0.7420
3 N -0.1868
4 O -0.4180
5 O -0.6195



(5)
The following is a DFT calculation (wB97M-V/def2-TZVPD) of a single C8H9NO molecule.

- E (eV) = -11973.857
- gap between HOMO and LUMO (alpha / beta) (eV) = 8.068 / 7.021
- energy relative to the best compared isomer or geometry (same formula, charge and spin) (kJ/mol) = 578.15
- max |F| (eV/Å) = 1.345

Element x y z (Å)
C (0.736, -1.884, -1.103)
C (0.666, -0.748, -0.709)
C (-1.615, 1.281, -0.644)
C (-0.278, 1.549, -0.523)
C (-1.801, -0.425, 1.145)
C (-2.176, -0.018, -0.378)
C (0.727, 0.600, -0.297)
C (2.822, 0.137, 0.672)
N (-0.704, -0.408, 1.645)
O (1.885, 1.079, 0.192)
H (0.742, -2.882, -1.427)
H (-2.291, 2.121, -0.704)
H (0.050, 2.578, -0.459)
H (-2.724, -0.745, 1.625)
H (-3.257, -0.050, -0.488)
H (-1.707, -0.828, -0.933)
H (3.231, -0.473, -0.139)
H (2.349, -0.517, 1.411)
H (3.618, 0.716, 1.137)

Mulliken atomic charge list, values in e, 5 entries:
1 C 0.2341
2 C -0.0971
3 C -0.3059
4 C -0.6691
5 C 0.0834



(6)
The following is a DFT calculation (wB97M-V/def2-TZVPD) of 2 unconnected molecules or ions with the total composition CH5ClNOPS.

- E (eV) = -37299.719
- gap between HOMO and LUMO (alpha / beta) (eV) = 5.392 / 5.392
- energy relative to the best compared isomer or geometry (same formula, charge and spin) (kJ/mol) = 439.11
- max |F| (eV/Å) = 4.069

Element x y z (Å)
C (0.610, 1.534, -0.980)
N (0.314, 1.178, 0.296)
O (-1.663, -1.263, 1.506)
P (-0.276, -1.669, 0.788)
S (0.247, -3.432, 1.620)
Cl (-0.662, -2.196, -1.103)
H (1.310, 2.420, -0.987)
H (1.293, 0.834, -1.581)
H (-0.255, 1.775, -1.663)
H (1.116, 1.276, 0.895)
H (-2.035, -0.456, 1.210)

Mulliken atomic charge list, values in e, 5 entries:
1 C -0.6494
2 N -0.3951
3 O -0.4342
4 P 0.5624
5 S -0.3295